(1)
{"formula": "C11H13AsBrO2RuS3", "method": "ωB97M-V/def2-TZVPD", "homo_energy_ev": [-11.81, -11.92], "total_energy_ha": -6676.40524, "spin_multiplicity": 5, "gap_ev": [7.23, 5.61], "e_lumo_ev": [-4.58, -6.31], "charge": 1, "symbols": ["Ru", "S", "C", "S", "S", "C", "As", "C", "C", "H", "H", "H", "H", "H", "H", "H", "H", "H", "Br", "C", "C", "C", "C", "C", "C", "C", "O", "O", "H", "H", "H", "H"], "xyz": [[0.815, -0.429, 0.988], [2.087, -0.678, 5.210], [1.777, -0.599, 3.643], [2.322, 0.587, 2.480], [0.763, -1.785, 2.767], [-2.855, -0.543, 0.175], [-1.541, 0.396, 1.231], [-2.232, 0.423, 3.029], [-1.606, 2.225, 0.624], [-3.814, -0.036, 0.267], [-2.943, -1.567, 0.530], [-2.539, -0.546, -0.867], [-3.213, 0.896, 3.029], [-1.552, 0.987, 3.665], [-2.312, -0.596, 3.402], [-2.635, 2.579, 0.640], [-1.208, 2.276, -0.388], [-0.993, 2.838, 1.282], [4.516, 0.357, -6.694], [3.721, 0.155, -5.002], [3.006, 1.216, -4.460], [2.417, 1.067, -3.220], [2.550, -0.139, -2.531], [3.276, -1.195, -3.083], [3.864, -1.051, -4.324], [1.927, -0.310, -1.228], [1.197, 0.638, -0.700], [2.037, -1.360, -0.535], [2.915, 2.143, -5.007], [1.856, 1.880, -2.780], [3.372, -2.122, -2.535], [4.427, -1.859, -4.768]], "atomic_forces_ev_per_a": [[0.340, 0.014, 0.046], [-0.032, 0.005, -0.032], [0.076, -0.023, 0.086], [-0.135, -0.014, -0.048], [-0.072, 0.000, 0.010], [0.020, -0.023, 0.003], [-0.044, 0.054, -0.049], [0.030, -0.014, 0.020], [0.035, -0.002, -0.023], [0.003, 0.002, 0.008], [-0.003, 0.003, -0.003], [-0.011, 0.003, 0.001], [0.002, -0.004, -0.007], [0.000, -0.001, -0.003], [-0.006, 0.001, -0.004], [0.001, -0.013, 0.009], [-0.005, 0.001, 0.007], [-0.006, 0.001, -0.003], [-0.007, -0.006, 0.021], [0.016, 0.006, -0.028], [0.002, -0.002, 0.002], [-0.011, -0.026, 0.002], [0.016, -0.002, 0.029], [-0.007, -0.013, 0.016], [-0.012, 0.030, -0.001], [-0.044, 0.191, -0.101], [-0.057, -0.055, -0.016], [-0.099, -0.113, 0.058], [0.003, -0.001, -0.003], [0.002, 0.001, 0.006], [0.001, 0.000, 0.000], [0.004, 0.001, 0.000]], "lowdin_charge": [0.832, 0.718, -1.736, 0.580, 0.552, -0.262, 1.015, -0.270, -0.261, 0.047, 0.039, 0.039, 0.048, 0.041, 0.035, 0.047, 0.034, 0.043, 0.808, -0.672, -0.099, 0.004, -0.150, 0.010, -0.096, -0.548, -0.195, -0.077, 0.110, 0.123, 0.128, 0.111]}

***

(2)
{"formula": "C3H2HoO3", "method": "ωB97M-V/def2-TZVPD", "homo_energy_ev": [-22.98, -22.98], "total_energy_ha": -1287.86807, "spin_multiplicity": 5, "gap_ev": [6.29, 4.01], "e_lumo_ev": [-16.69, -18.97], "charge": 3, "symbols": ["C", "C", "O", "C", "O", "O", "H", "Ho", "H"], "xyz": [[-1.954, 0.607, -0.043], [-1.190, -0.407, 0.135], [-0.180, -1.108, 0.095], [1.151, -0.474, 0.014], [1.206, 0.656, -0.465], [2.059, -1.201, 0.397], [-2.400, 0.802, -1.024], [3.850, 0.451, -0.030], [-2.543, 0.676, 0.922]], "atomic_forces_ev_per_a": [[-1.350, -1.794, 1.850], [0.413, 1.341, -1.978], [1.132, -0.696, 0.735], [-2.170, 0.512, -0.532], [1.964, 0.377, 0.247], [3.074, 0.397, 0.277], [0.032, 0.328, 0.071], [-3.297, -1.443, 0.064], [0.203, 0.977, -0.733]], "lowdin_charge": [0.243, 0.034, 0.266, -0.623, 0.072, 0.039, 0.167, 2.612, 0.189]}

***

(3)
{"formula": "C27H56Br20O2Si", "method": "ωB97M-V/def2-TZVPD", "homo_energy_ev": -9.54, "total_energy_ha": -52982.63945, "gap_ev": 9.63, "e_lumo_ev": 0.09, "smiles": "CC(=O)OCCCCC[SiH3].BrCCBr.BrCCBr.BrCCBr.BrCCBr.BrCCBr.BrCCBr.BrCCBr.BrCCBr.BrCCBr.BrCCBr", "symbols": ["C", "C", "O", "O", "C", "C", "C", "C", "C", "Si", "H", "H", "H", "H", "H", "H", "H", "H", "H", "H", "H", "H", "H", "H", "H", "H", "Br", "C", "C", "Br", "H", "H", "H", "H", "Br", "C", "C", "Br", "H", "H", "H", "H", "Br", "C", "C", "Br", "H", "H", "H", "H", "Br", "C", "C", "Br", "H", "H", "H", "H", "Br", "C", "C", "Br", "H", "H", "H", "H", "Br", "C", "C", "Br", "H", "H", "H", "H", "Br", "C", "C", "Br", "H", "H", "H", "H", "Br", "C", "C", "Br", "H", "H", "H", "H", "Br", "C", "C", "Br", "H", "H", "H", "H", "Br", "C", "C", "Br", "H", "H", "H", "H"], "xyz": [[3.842, -6.235, 1.665], [2.730, -5.451, 1.024], [1.746, -5.975, 0.569], [2.941, -4.104, 0.919], [2.428, -3.292, 1.997], [0.943, -3.469, 2.289], [0.021, -3.352, 1.067], [-1.183, -4.309, 1.055], [-1.881, -4.536, 2.412], [-2.967, -6.064, 2.351], [3.402, -6.916, 2.392], [4.602, -5.600, 2.116], [4.292, -6.837, 0.866], [2.657, -2.261, 1.712], [3.013, -3.509, 2.902], [0.695, -2.679, 3.009], [0.807, -4.421, 2.808], [-0.347, -2.327, 0.972], [0.611, -3.553, 0.167], [-1.937, -3.875, 0.384], [-0.885, -5.260, 0.601], [-1.172, -4.686, 3.230], [-2.526, -3.679, 2.644], [-3.444, -6.424, 3.709], [-4.149, -5.835, 1.486], [-2.207, -7.206, 1.792], [5.168, -3.168, -4.393], [4.594, -2.645, -2.606], [3.541, -3.566, -2.055], [1.794, -3.260, -2.848], [4.259, -1.615, -2.678], [5.483, -2.699, -1.985], [3.407, -3.398, -0.990], [3.785, -4.609, -2.230], [1.637, -6.507, 4.594], [1.727, -8.446, 4.700], [0.518, -9.026, 5.384], [0.563, -8.739, 7.306], [2.651, -8.688, 5.216], [1.779, -8.796, 3.671], [0.488, -10.103, 5.244], [-0.405, -8.584, 5.024], [-2.059, -0.242, 1.063], [-2.726, 0.291, -0.684], [-3.021, -0.898, -1.556], [-1.394, -1.763, -2.170], [-1.963, 0.932, -1.113], [-3.631, 0.867, -0.503], [-3.553, -0.575, -2.448], [-3.598, -1.659, -1.040], [-2.521, 2.511, -3.624], [-1.046, 3.600, -2.965], [0.291, 3.020, -3.345], [0.698, 1.437, -2.297], [-1.175, 3.669, -1.889], [-1.181, 4.585, -3.407], [1.081, 3.739, -3.141], [0.329, 2.721, -4.387], [-3.723, 6.451, -2.085], [-4.871, 5.780, -3.504], [-4.196, 5.805, -4.849], [-4.040, 7.616, -5.529], [-5.763, 6.398, -3.486], [-5.122, 4.758, -3.230], [-4.796, 5.259, -5.573], [-3.193, 5.393, -4.825], [6.715, -4.936, 0.018], [8.167, -3.641, 0.031], [7.916, -2.537, 1.024], [6.524, -1.338, 0.396], [8.253, -3.267, -0.984], [9.065, -4.195, 0.294], [8.808, -1.928, 1.155], [7.586, -2.914, 1.986], [3.673, 0.096, 3.430], [3.530, 1.346, 1.946], [2.448, 2.366, 2.186], [0.684, 1.574, 2.003], [3.342, 0.747, 1.060], [4.503, 1.825, 1.863], [2.506, 3.162, 1.448], [2.504, 2.790, 3.184], [1.715, -2.819, 5.935], [0.981, -1.017, 5.885], [0.383, -0.618, 7.207], [-1.317, -1.501, 7.537], [0.251, -1.001, 5.082], [1.810, -0.362, 5.631], [0.171, 0.448, 7.216], [1.030, -0.870, 8.041], [-5.236, 8.190, -9.246], [-5.715, 10.057, -9.002], [-5.886, 10.405, -7.546], [-7.532, 9.689, -6.805], [-6.621, 10.225, -9.575], [-4.898, 10.633, -9.430], [-5.946, 11.484, -7.419], [-5.078, 10.011, -6.937], [-2.275, 10.168, -1.035], [-4.021, 10.927, -0.642], [-5.150, 10.075, -1.157], [-5.336, 10.192, -3.088], [-4.029, 11.919, -1.081], [-4.072, 11.005, 0.441], [-6.093, 10.426, -0.744], [-5.014, 9.023, -0.925]], "atomic_forces_ev_per_a": [[0.051, -0.038, -0.209], [-0.496, -0.297, -0.104], [0.422, 0.267, 0.172], [-0.191, -0.034, 0.107], [0.055, 0.233, 0.257], [0.067, 0.092, -0.117], [0.146, -0.016, -0.193], [-0.178, 0.191, 0.057], [-0.175, -0.179, -0.357], [0.018, 0.164, 0.057], [0.123, 0.036, -0.028], [-0.104, -0.068, 0.021], [0.050, 0.038, 0.163], [-0.030, -0.182, -0.122], [-0.064, 0.038, -0.048], [0.032, -0.221, 0.082], [-0.041, 0.027, -0.098], [0.178, -0.118, 0.091], [-0.133, 0.039, 0.041], [0.151, -0.146, -0.073], [0.094, 0.034, 0.173], [-0.026, 0.133, 0.011], [0.219, -0.012, 0.198], [-0.032, -0.036, -0.036], [-0.004, -0.033, -0.002], [0.006, -0.039, 0.037], [-0.015, 0.050, -0.004], [0.070, -0.104, -0.105], [-0.061, 0.115, 0.047], [0.036, -0.025, -0.096], [-0.044, 0.000, 0.021], [0.017, -0.015, 0.014], [0.055, 0.009, -0.094], [0.006, -0.026, 0.005], [-0.049, 0.038, 0.151], [-0.002, 0.064, -0.128], [0.001, -0.035, 0.112], [-0.018, 0.024, -0.035], [-0.005, -0.026, 0.020], [-0.032, 0.000, -0.003], [0.020, -0.005, -0.009], [-0.006, -0.005, -0.032], [-0.232, 0.022, 0.030], [0.007, 0.040, 0.113], [0.075, -0.045, -0.126], [-0.077, -0.037, 0.082], [-0.009, -0.009, -0.033], [-0.012, -0.021, 0.018], [0.013, 0.006, -0.016], [-0.045, 0.032, 0.024], [-0.018, 0.049, -0.006], [-0.060, 0.043, -0.047], [0.034, -0.079, 0.087], [0.053, 0.016, -0.013], [0.012, 0.026, 0.016], [-0.004, 0.000, -0.011], [-0.015, 0.019, 0.019], [-0.008, 0.033, -0.025], [0.033, 0.001, -0.032], [-0.009, -0.101, 0.075], [-0.081, 0.135, -0.037], [0.151, -0.064, -0.045], [-0.017, 0.000, -0.036], [0.042, -0.009, 0.012], [-0.005, 0.002, -0.004], [-0.016, -0.051, 0.035], [0.058, 0.077, -0.051], [-0.031, -0.108, 0.006], [-0.061, 0.030, -0.041], [-0.046, 0.100, 0.078], [0.043, 0.022, -0.004], [-0.008, -0.010, 0.030], [0.005, 0.005, -0.046], [0.024, -0.028, 0.015], [0.059, -0.047, -0.027], [0.066, 0.006, 0.069], [-0.104, -0.062, -0.015], [0.089, 0.062, 0.004], [-0.023, 0.021, -0.030], [0.003, 0.004, 0.031], [0.007, -0.028, -0.038], [0.046, 0.028, 0.001], [0.002, 0.007, 0.012], [0.050, -0.078, -0.033], [-0.125, -0.006, 0.013], [0.044, -0.011, 0.009], [-0.009, 0.031, -0.012], [0.007, 0.016, 0.015], [0.001, 0.006, -0.026], [0.026, 0.014, 0.001], [-0.051, 0.023, -0.076], [0.073, -0.083, 0.013], [-0.094, 0.023, 0.035], [0.047, -0.018, 0.004], [-0.018, 0.030, 0.012], [0.011, 0.004, 0.014], [-0.009, 0.007, -0.021], [0.030, 0.017, -0.006], [-0.025, 0.003, -0.034], [0.082, -0.017, 0.042], [-0.042, 0.044, -0.087], [-0.036, -0.029, 0.083], [-0.022, 0.020, 0.013], [-0.011, -0.017, 0.006], [-0.002, 0.007, 0.000], [0.020, -0.004, 0.018]], "lowdin_charge": [-0.022, -0.524, 0.132, -0.098, -0.168, -0.192, -0.214, -0.274, -0.384, 0.620, 0.036, 0.060, 0.084, 0.097, 0.109, 0.095, 0.043, 0.023, 0.080, 0.087, 0.087, 0.047, 0.067, -0.087, -0.082, -0.073, 0.598, -0.713, -0.697, 0.623, 0.051, -0.020, 0.032, 0.054, 0.680, -0.676, -0.699, 0.611, 0.052, 0.062, 0.059, 0.049, 0.635, -0.699, -0.676, 0.603, -0.029, 0.062, 0.049, 0.051, 0.663, -0.677, -0.677, 0.634, 0.054, 0.042, 0.061, 0.053, 0.621, -0.681, -0.691, 0.615, 0.052, 0.047, 0.067, 0.019, 0.682, -0.678, -0.678, 0.644, 0.052, 0.060, 0.060, 0.053, 0.650, -0.683, -0.688, 0.586, 0.047, 0.059, 0.059, 0.049, 0.624, -0.701, -0.698, 0.609, 0.048, 0.003, 0.059, 0.049, 0.593, -0.693, -0.707, 0.593, 0.049, 0.058, 0.060, 0.003, 0.595, -0.697, -0.696, 0.590, 0.048, 0.057, 0.059, 0.013]}

***

(4)
{"formula": "C12H36O6", "method": "ωB97M-V/def2-TZVPD", "homo_energy_ev": -9.81, "total_energy_ha": -930.15911, "gap_ev": 10.28, "e_lumo_ev": 0.47, "smiles": "CCO.CCO.CCO.CCO.CCO.CCO", "symbols": ["C", "C", "O", "H", "H", "H", "H", "H", "H", "C", "C", "O", "H", "H", "H", "H", "H", "H", "C", "C", "O", "H", "H", "H", "H", "H", "H", "C", "C", "O", "H", "H", "H", "H", "H", "H", "C", "C", "O", "H", "H", "H", "H", "H", "H", "C", "C", "O", "H", "H", "H", "H", "H", "H"], "xyz": [[2.558, 1.955, -1.671], [2.121, 1.989, -3.105], [0.778, 1.454, -3.153], [3.549, 2.414, -1.569], [2.755, 0.930, -1.354], [1.898, 2.502, -1.006], [2.745, 1.402, -3.793], [2.130, 2.970, -3.600], [0.587, 1.182, -4.056], [-4.348, 1.162, -3.994], [-3.152, 0.796, -3.121], [-2.147, 1.819, -3.147], [-4.012, 1.527, -4.965], [-4.907, 1.972, -3.526], [-4.948, 0.262, -4.115], [-2.714, -0.129, -3.512], [-3.488, 0.704, -2.081], [-1.292, 1.387, -3.052], [3.938, -5.324, 1.807], [2.450, -5.068, 1.675], [1.674, -6.042, 2.340], [4.259, -5.393, 2.854], [4.557, -4.516, 1.414], [4.230, -6.275, 1.360], [2.150, -5.082, 0.624], [2.199, -4.045, 1.987], [2.068, -6.214, 3.201], [-1.392, -1.569, 3.763], [-2.588, -2.323, 4.298], [-2.129, -3.477, 4.999], [-1.607, -0.585, 3.338], [-0.858, -2.136, 2.998], [-0.663, -1.445, 4.568], [-3.217, -2.630, 3.456], [-3.247, -1.672, 4.880], [-2.250, -3.353, 5.943], [1.044, -0.452, 1.389], [0.216, -0.470, 0.117], [-0.076, 0.853, -0.286], [1.462, -1.435, 1.621], [0.450, -0.190, 2.265], [1.873, 0.245, 1.267], [-0.702, -1.054, 0.225], [0.868, -0.984, -0.602], [0.099, 0.981, -1.226], [-0.398, 5.062, -1.487], [-0.363, 5.084, 0.032], [0.445, 4.033, 0.563], [-1.038, 5.866, -1.855], [-0.819, 4.107, -1.822], [0.574, 5.104, -1.984], [-1.390, 4.886, 0.356], [0.019, 6.024, 0.418], [0.047, 3.188, 0.323]], "atomic_forces_ev_per_a": [[1.384, 0.220, -0.172], [-0.364, -0.096, -0.978], [0.020, -0.158, -0.039], [-0.137, 0.223, -0.171], [-0.561, -0.066, 0.154], [-0.190, -0.161, 0.033], [0.137, -0.288, 0.532], [-0.170, 0.220, 0.653], [0.026, 0.078, -0.005], [0.652, 0.262, 0.299], [0.115, 0.451, -0.166], [-0.291, -0.168, -0.318], [0.007, -0.182, -0.059], [-0.219, -0.134, -0.034], [-0.292, 0.174, -0.053], [-0.117, -0.108, 0.357], [0.077, -0.481, -0.133], [0.010, 0.295, 0.188], [0.469, -0.060, 0.448], [0.197, 0.423, -0.386], [-0.118, -0.079, -0.023], [-0.333, 0.023, 0.081], [-0.192, -0.042, -0.341], [-0.069, 0.087, -0.218], [0.036, -0.299, 0.010], [0.038, -0.115, 0.405], [-0.036, 0.075, 0.018], [0.662, 0.173, 0.090], [-0.082, 0.192, -0.636], [-0.394, 0.023, -0.017], [-0.265, -0.092, 0.104], [-0.221, -0.163, -0.033], [-0.084, 0.203, 0.048], [0.093, -0.333, 0.097], [0.248, -0.102, 0.402], [-0.015, 0.067, -0.032], [-0.264, -0.115, 0.465], [0.902, -0.433, 0.016], [-0.291, 0.386, -0.005], [-0.037, -0.062, -0.229], [0.081, 0.343, -0.074], [-0.044, 0.067, 0.086], [-0.015, 0.023, 0.047], [-0.379, 0.144, -0.384], [0.034, -0.189, -0.002], [-0.049, -0.364, -0.276], [-0.120, -1.025, -0.474], [0.321, 0.270, 0.023], [0.050, -0.014, -0.109], [-0.221, 0.108, 0.038], [0.143, 0.347, 0.329], [-0.055, 0.567, 0.251], [-0.032, -0.002, 0.168], [-0.048, -0.114, 0.028]], "lowdin_charge": [-0.076, -0.275, -0.115, 0.087, 0.079, 0.060, 0.114, 0.113, 0.094, -0.090, -0.310, -0.095, 0.073, 0.072, 0.071, 0.111, 0.110, 0.024, -0.097, -0.338, -0.071, 0.072, 0.072, 0.075, 0.111, 0.096, 0.080, -0.107, -0.323, -0.075, 0.073, 0.065, 0.078, 0.108, 0.109, 0.079, -0.082, -0.310, -0.090, 0.063, 0.050, 0.076, 0.108, 0.111, 0.036, -0.089, -0.306, -0.095, 0.073, 0.063, 0.070, 0.110, 0.108, 0.049]}

***

(5)
{"formula": "C2HN6S", "method": "ωB97M-V/def2-TZVPD", "homo_energy_ev": [-3.19, -3.19], "total_energy_ha": -803.43539, "gap_ev": [7.10, 7.10], "e_lumo_ev": [3.91, 3.91], "smiles": "[S-]n1nnc2n[nH]nc21", "charge": -1, "symbols": ["C", "C", "N", "N", "N", "N", "N", "N", "S", "H"], "xyz": [[-0.474, 0.499, -0.903], [0.396, -0.177, 0.492], [-0.318, 1.788, -0.660], [-0.824, -0.555, -1.587], [0.163, -1.444, 0.347], [0.240, 2.030, 0.491], [-0.496, -1.635, -0.815], [0.762, 0.913, 1.144], [1.579, 0.999, 2.586], [-1.029, -2.419, -1.094]], "atomic_forces_ev_per_a": [[3.988, -3.459, 4.970], [-3.968, 1.024, -5.575], [-0.793, 1.488, -0.336], [-0.728, 0.909, 0.362], [0.399, -1.050, 1.081], [0.966, -0.371, -0.246], [0.710, 2.280, -0.828], [-1.664, 0.104, -1.726], [0.983, 0.246, 1.758], [0.108, -1.171, 0.539]], "lowdin_charge": [-0.277, -0.311, -0.038, 0.038, 0.058, -0.018, -0.125, -0.668, 0.232, 0.110]}

***

(6)
{"formula": "C2F6INO2S", "method": "ωB97M-V/def2-TZVPD", "homo_energy_ev": -9.65, "total_energy_ha": -1576.43651, "gap_ev": 7.95, "e_lumo_ev": -1.70, "symbols": ["C", "C", "N", "O", "O", "F", "F", "F", "F", "F", "F", "S", "I"], "xyz": [[-1.562, 0.707, -0.666], [1.275, 0.116, 1.172], [-1.044, -0.549, -0.776], [1.780, 0.176, -1.553], [1.423, -2.038, -0.491], [-2.005, 1.157, -1.855], [-0.613, 1.600, -0.289], [-2.579, 0.833, 0.187], [2.161, -0.576, 1.858], [1.630, 1.375, 1.115], [0.093, 0.000, 1.750], [1.149, -0.658, -0.604], [-1.709, -2.145, 0.152]], "atomic_forces_ev_per_a": [[-0.268, 1.672, -0.103], [-0.264, -0.122, -0.055], [4.183, -1.520, -0.530], [-0.078, 0.419, -0.274], [-0.154, -0.608, 0.127], [-0.168, -0.004, -0.147], [0.096, 0.106, 0.026], [-0.211, -0.181, 0.256], [0.207, -0.152, -0.144], [0.145, -0.005, -0.218], [0.069, 0.015, 0.056], [-2.666, 1.117, 0.570], [-0.892, -0.737, 0.434]], "lowdin_charge": [-0.871, -0.688, -0.531, -0.237, -0.313, 0.129, 0.100, 0.106, 0.175, 0.183, 0.113, 0.797, 1.035]}